Record 1
{"formula": "C19H24N6O4", "method": "wB97M-V/def2-TZVPD", "symbols": ["C", "N", "C", "O", "C", "C", "C", "C", "C", "C", "O", "C", "C", "N", "C", "C", "O", "H", "H", "H", "H", "H", "H", "H", "H", "H", "H", "H", "H", "H", "H", "H", "H", "C", "C", "C", "N", "C", "N", "C", "N", "N", "C", "O", "C", "H", "H", "H", "H", "H", "H", "H", "H"], "positions_angstrom": [[-0.8565, 2.8986, -4.9928], [-0.0593, 1.7031, -4.7307], [-0.5626, 0.5265, -4.3431], [-1.7717, 0.3485, -4.2247], [0.3987, -0.6497, -4.0656], [1.1476, -0.4986, -2.7294], [0.2621, -0.0814, -1.5694], [-0.4968, -1.0455, -0.8785], [-1.3359, -0.6550, 0.1828], [-1.4259, 0.7046, 0.5466], [-2.2235, 1.0708, 1.5833], [-0.6677, 1.6715, -0.1451], [0.1783, 1.2765, -1.1997], [1.3434, -0.9862, -5.1497], [2.2885, -0.2068, -5.6810], [3.0628, -0.7913, -6.8384], [2.5527, 0.9203, -5.2842], [-0.2411, 3.6622, -5.4696], [-1.6924, 2.6482, -5.6486], [-1.2543, 3.2862, -4.0533], [0.9483, 1.7578, -4.8409], [-0.2556, -1.5136, -3.9450], [1.9364, 0.2462, -2.8389], [1.6284, -1.4466, -2.4850], [-0.4355, -2.0860, -1.1631], [-1.9107, -1.3922, 0.7200], [-2.4745, 0.2966, 2.1035], [-0.7474, 2.7097, 0.1377], [0.7525, 2.0201, -1.7352], [1.2365, -1.8976, -5.5628], [3.6156, -1.6652, -6.4990], [3.7610, -0.0412, -7.2085], [2.3738, -1.0686, -7.6342], [1.2075, 1.1426, 7.1553], [0.3434, 0.9002, 5.9524], [-0.0488, 1.8254, 5.0187], [-0.8405, 1.1587, 4.0884], [-0.9638, -0.1773, 4.4208], [-1.6699, -1.1897, 3.7797], [-1.5808, -2.3781, 4.3070], [-2.2795, -3.3488, 3.6825], [-0.8390, -2.7085, 5.4051], [-0.2073, -1.7180, 6.0957], [0.3858, -2.0308, 7.1160], [-0.2384, -0.3762, 5.5604], [1.4906, 2.1969, 7.2240], [0.6671, 0.8631, 8.0649], [2.1169, 0.5372, 7.0918], [0.2161, 2.8790, 5.0082], [-1.2532, 1.5749, 3.2514], [-1.8695, -4.2742, 3.7082], [-2.6866, -3.0332, 2.8097], [-1.0252, -3.5648, 5.9023]], "atomic_forces_ev_per_a": [[-0.18, -0.60, 0.20], [1.01, 0.53, -0.13], [-1.18, -0.17, -0.39], [0.39, -0.15, 0.18], [0.43, 0.03, 0.29], [0.03, 0.49, 0.42], [-0.20, 0.06, 0.06], [-0.22, 1.37, 0.53], [0.75, 0.61, -0.83], [0.86, -0.85, -0.89], [-0.18, 0.65, 0.16], [-0.05, -0.89, -0.18], [-0.94, -0.89, 0.74], [-0.97, -0.49, 0.26], [0.86, 0.61, -0.33], [-0.05, 0.01, 0.07], [-0.12, 0.24, 0.28], [0.06, -0.20, 0.08], [0.02, 0.06, 0.08], [-0.09, 0.09, -0.08], [-0.07, -0.03, 0.02], [-0.10, 0.13, -0.27], [0.05, -0.03, -0.12], [0.03, -0.08, -0.14], [0.01, -0.10, -0.01], [-0.10, -0.07, 0.12], [-0.02, -0.33, -0.05], [-0.01, 0.10, 0.07], [0.04, 0.01, -0.01], [-0.11, 0.05, -0.01], [0.03, -0.14, -0.13], [-0.11, -0.10, 0.10], [0.06, -0.15, -0.09], [-0.14, -0.05, -0.17], [0.05, -0.31, 0.19], [0.15, -1.40, 0.70], [-0.84, -0.29, -1.01], [0.01, 0.47, -0.09], [0.33, 1.11, -0.11], [-0.06, 1.27, -0.85], [-0.33, -1.19, -0.04], [-1.39, 0.15, -1.50], [2.00, 1.29, 2.09], [0.05, -0.12, 0.43], [0.21, 0.16, 0.23], [-0.03, -0.12, -0.02], [0.20, 0.00, -0.06], [-0.12, 0.07, 0.15], [-0.34, -0.33, -0.38], [0.21, -0.24, 0.43], [-0.30, 0.14, -0.22], [0.17, -0.32, 0.23], [0.22, -0.08, 0.04]], "lowdin_charge": [-0.050, 0.034, -0.467, 0.051, -0.180, -0.105, -0.227, -0.020, -0.007, -0.307, 0.011, 0.005, -0.021, 0.117, -0.538, 0.005, 0.028, 0.084, 0.084, 0.083, 0.093, 0.149, 0.113, 0.121, 0.110, 0.092, 0.074, 0.109, 0.111, 0.144, 0.084, 0.087, 0.084, -0.049, -0.214, -0.049, 0.098, -0.240, 0.160, -0.436, 0.145, 0.199, -0.422, 0.056, -0.058, 0.072, 0.082, 0.082, 0.121, 0.124, 0.107, 0.102, 0.167], "homo_ha": -0.2839, "gap_ev": 8.1934, "smiles": "CNC(=O)[C@H](Cc1ccc(O)cc1)NC(C)=O.Cc1c[nH]c2nc(N)[nH]c(=O)c12", "e_lumo_ev": 0.47, "e_above_lowest_kcal_mol": 0.00, "multiplicity": 1}

Record 2
{"formula": "C19H24NO2", "method": "wB97M-V/def2-TZVPD", "symbols": ["C", "C", "C", "C", "C", "C", "C", "O", "C", "C", "N", "C", "C", "C", "C", "C", "C", "C", "C", "O", "C", "C", "H", "H", "H", "H", "H", "H", "H", "H", "H", "H", "H", "H", "H", "H", "H", "H", "H", "H", "H", "H", "H", "H", "H", "H"], "positions_angstrom": [[-5.8562, -0.5530, 0.2951], [-4.6113, 0.2489, 0.4050], [-3.4724, -0.0480, -0.2210], [-2.2281, 0.7008, -0.1638], [-2.0179, 1.7752, 0.7022], [-0.8186, 2.4589, 0.7135], [0.2067, 2.0804, -0.1371], [1.4241, 2.7505, -0.2231], [2.2031, 2.7724, 0.9438], [2.6352, 1.3467, 1.3141], [3.1832, 0.6619, 0.1213], [3.5077, -0.7795, 0.3571], [2.2456, -1.5986, 0.4018], [1.7836, -2.2071, -0.7589], [0.5907, -2.9079, -0.7538], [-0.1544, -3.0007, 0.4098], [0.3146, -2.4224, 1.5771], [1.5136, -1.7314, 1.5767], [0.0211, 0.9920, -0.9987], [1.1224, 0.6433, -1.7652], [0.8740, 0.0730, -3.0395], [-1.1860, 0.3234, -1.0164], [-5.7169, -1.4234, -0.3407], [-6.6579, 0.0606, -0.1154], [-6.1781, -0.8809, 1.2832], [-4.6848, 1.1241, 1.0353], [-3.4475, -0.9222, -0.8600], [-2.8008, 2.0889, 1.3722], [-0.6824, 3.3049, 1.3694], [3.0650, 3.4007, 0.7039], [1.6716, 3.2159, 1.7935], [1.7598, 0.7839, 1.6461], [3.3827, 1.3656, 2.1085], [4.0149, 1.1683, -0.1986], [2.4646, 0.7266, -0.6527], [4.1439, -1.1221, -0.4608], [4.0638, -0.8578, 1.2939], [2.3694, -2.1454, -1.6643], [0.2456, -3.3889, -1.6565], [-1.0888, -3.5391, 0.4129], [-0.2490, -2.5160, 2.4917], [1.8895, -1.3188, 2.5019], [0.1307, 0.6573, -3.5839], [0.5366, -0.9620, -2.9548], [1.8215, 0.1065, -3.5747], [-1.3341, -0.5056, -1.6902]], "atomic_forces_ev_per_a": [[-0.05, -0.01, 0.01], [0.28, -0.13, -0.19], [-0.59, -0.10, 0.13], [0.54, 0.35, 0.01], [-0.03, -0.17, -0.08], [0.26, 0.05, -0.13], [0.15, -0.28, -0.23], [-0.50, 0.00, -0.23], [0.27, -0.25, 0.26], [-0.45, 0.68, 0.36], [-0.02, 0.26, -0.41], [-0.02, -0.64, 0.09], [0.05, 0.02, 0.00], [0.03, -0.02, 0.11], [0.00, -0.01, -0.07], [0.01, 0.00, 0.02], [-0.05, 0.01, 0.06], [0.05, -0.05, -0.05], [0.35, 0.36, 0.18], [-0.33, 0.27, 0.32], [-0.01, -0.16, -0.31], [-0.02, 0.02, 0.04], [-0.03, -0.07, -0.04], [-0.11, -0.02, -0.02], [-0.08, -0.06, 0.03], [0.11, 0.17, 0.07], [-0.07, -0.13, -0.06], [-0.09, 0.04, 0.09], [0.02, 0.12, 0.07], [-0.05, -0.03, 0.10], [0.11, -0.06, -0.05], [0.19, 0.00, -0.08], [0.01, -0.11, -0.08], [-0.15, -0.12, 0.02], [0.36, -0.04, 0.18], [-0.01, 0.15, 0.06], [0.01, 0.13, -0.11], [0.06, 0.02, -0.13], [-0.03, -0.05, -0.09], [-0.10, -0.07, 0.00], [-0.06, -0.02, 0.10], [0.04, 0.06, 0.10], [0.02, 0.02, 0.05], [0.01, 0.04, -0.01], [-0.06, -0.05, -0.02], [0.00, -0.12, -0.08]], "lowdin_charge": [-0.091, -0.135, -0.073, -0.204, -0.010, 0.014, -0.204, -0.044, -0.157, -0.095, 0.069, -0.068, -0.227, -0.049, -0.069, -0.061, -0.052, -0.043, -0.189, -0.148, -0.045, 0.042, 0.076, 0.082, 0.081, 0.102, 0.111, 0.111, 0.126, 0.140, 0.134, 0.121, 0.146, 0.192, 0.145, 0.139, 0.140, 0.119, 0.115, 0.114, 0.114, 0.117, 0.113, 0.078, 0.104, 0.120], "charge": 1, "homo_ha": -0.3977, "gap_ev": 8.2139, "smiles": "C/C=C/c1ccc(OCC[NH2+]Cc2ccccc2)c(OC)c1", "e_lumo_ev": -2.61, "e_above_lowest_kcal_mol": 23.78, "multiplicity": 1}

Record 3
{"formula": "C19H25As2O3Pd", "method": "wB97M-V/def2-TZVPD", "symbols": ["Pd", "C", "As", "C", "C", "C", "C", "C", "C", "C", "As", "C", "C", "H", "H", "H", "H", "H", "H", "H", "H", "H", "H", "H", "H", "H", "H", "H", "H", "C", "O", "C", "C", "C", "C", "C", "C", "O", "C", "O", "C", "H", "H", "H", "H", "H", "H", "H", "H", "H"], "positions_angstrom": [[-0.1806, -1.2953, -1.1007], [3.6569, -2.2381, -1.9989], [2.2128, -1.3219, -1.0575], [2.6989, 0.5365, -1.3799], [2.7067, -1.4843, 0.8289], [4.0466, -1.4697, 1.2024], [4.4104, -1.4958, 2.5395], [3.4302, -1.5398, 3.5196], [2.0932, -1.5680, 3.1572], [1.7224, -1.5491, 1.8160], [-0.1606, -1.6488, 1.3113], [-1.1214, -0.9518, 2.8653], [-0.5121, -3.5606, 1.5040], [4.5845, -1.6862, -1.8669], [3.4036, -2.2606, -3.0572], [3.7693, -3.2571, -1.6367], [3.7354, 0.7207, -1.1028], [2.0375, 1.1735, -0.7968], [2.5498, 0.7608, -2.4352], [4.8164, -1.4313, 0.4407], [5.4565, -1.4780, 2.8147], [3.7077, -1.5546, 4.5652], [1.3314, -1.6129, 3.9259], [-0.9929, -1.6171, 3.7162], [-2.1771, -0.9024, 2.6050], [-0.7663, 0.0476, 3.1062], [-0.1508, -3.9282, 2.4628], [-0.0149, -4.0969, 0.6978], [-1.5857, -3.7284, 1.4282], [-0.7675, 5.5278, -1.2427], [-2.0787, 5.0034, -1.0768], [-2.2600, 3.6866, -1.2058], [-3.5935, 3.2361, -1.1080], [-3.8804, 1.9018, -1.1997], [-2.8905, 0.9243, -1.4086], [-3.2021, -0.4875, -1.4073], [-4.6237, -0.9875, -1.4127], [-2.3388, -1.3814, -1.4056], [-1.5328, 1.3853, -1.5786], [-0.5489, 0.6403, -1.9453], [-1.2555, 2.7678, -1.4135], [-0.8736, 6.6074, -1.2070], [-0.3451, 5.2379, -2.2063], [-0.1089, 5.2006, -0.4354], [-4.3727, 3.9698, -0.9523], [-4.9149, 1.6111, -1.0944], [-5.3843, -0.2160, -1.4203], [-4.7640, -1.6224, -0.5381], [-4.7534, -1.6202, -2.2912], [-0.2187, 3.0524, -1.5252]], "atomic_forces_ev_per_a": [[-1.14, 0.40, -0.69], [-0.34, -0.09, -0.04], [0.77, 0.49, 0.41], [-0.05, -0.05, -0.07], [-0.08, -0.05, -0.14], [0.03, 0.00, -0.11], [0.00, -0.01, -0.02], [0.03, 0.00, 0.03], [-0.11, -0.04, -0.01], [-0.13, 0.06, -0.04], [0.39, -0.42, 0.58], [0.02, 0.15, -0.37], [-0.06, 0.10, -0.09], [-0.01, 0.03, 0.05], [0.03, 0.00, -0.01], [-0.03, 0.00, 0.03], [0.02, -0.07, 0.02], [-0.01, -0.02, 0.01], [0.00, -0.01, 0.00], [0.03, 0.01, 0.05], [-0.01, 0.00, 0.00], [-0.01, 0.00, 0.00], [0.05, 0.01, 0.04], [0.06, -0.04, -0.03], [-0.01, 0.00, 0.03], [0.01, 0.00, 0.00], [0.04, 0.08, 0.03], [0.02, -0.01, 0.01], [0.00, 0.00, -0.02], [0.08, 0.06, 0.01], [-0.06, 0.08, -0.05], [-0.15, -0.27, 0.05], [-0.04, 0.12, 0.01], [-0.09, 0.12, 0.05], [0.59, -0.01, 0.06], [-0.24, 0.09, -0.19], [-0.02, 0.03, -0.03], [0.32, -0.21, 0.18], [-0.70, 0.54, 0.17], [0.61, -0.70, 0.22], [0.24, -0.28, -0.16], [0.00, -0.01, 0.02], [-0.03, -0.01, 0.00], [-0.02, -0.03, -0.01], [0.00, -0.03, 0.01], [0.03, -0.03, 0.03], [0.02, -0.03, -0.03], [0.00, -0.01, 0.01], [0.03, 0.00, 0.00], [-0.04, 0.05, 0.00]], "lowdin_charge": [0.521, -0.267, 1.098, -0.272, -0.411, -0.099, -0.058, -0.059, -0.099, -0.413, 1.125, -0.262, -0.266, 0.031, 0.033, 0.038, 0.037, 0.023, 0.038, 0.099, 0.115, 0.115, 0.097, 0.034, 0.030, 0.039, 0.040, 0.026, 0.034, -0.054, -0.048, -0.275, 0.024, -0.011, -0.086, -0.360, 0.015, -0.093, -0.328, -0.132, 0.065, 0.099, 0.099, 0.099, 0.128, 0.108, 0.067, 0.098, 0.104, 0.114], "charge": 1, "homo_ha": [-0.3974, -0.3995], "gap_ev": [8.4342, 5.6137], "e_lumo_ev": [-2.38, -5.26], "multiplicity": 3}